a) Molecular formula: C4H16N2O2
Method: DFT, ωB97M-V with the def2-TZVPD basis set

Each line ends with the natural charge from an NBO analysis.
Cartesian coordinates (Å):
O1 1.4232 2.5370 -1.4976  -0.951
C1 -1.9092 0.2484 1.0583  -0.275
H1 -0.4082 -1.4614 -0.6797  0.228
H2 2.0935 -0.3497 -0.5942  0.359
H3 -1.1637 1.6968 2.2625  0.413
H4 -0.4175 0.6941 -1.2978  0.466
H5 2.0068 3.0172 -2.1086  0.488
H6 1.2159 -3.2101 0.3440  0.250
O2 -0.8661 0.0515 -1.8556  -0.930
H7 -0.8272 -2.2323 0.9127  0.221
N1 -1.9301 1.5769 1.5917  -0.321
H8 2.3723 -1.7347 -1.3230  0.355
H9 -1.8785 2.3085 0.8668  0.411
H10 0.6732 3.1370 -1.6195  0.464
C2 -0.1870 -1.5325 0.3548  -0.428
C3 1.2447 -2.0880 0.3263  -0.235
H11 -0.2280 -0.6019 -2.1497  0.480
C4 -0.3849 -0.2176 1.0822  -0.390
H12 1.5830 -1.8968 1.3843  0.181
N2 2.3213 -1.3177 -0.3413  -0.811
H13 -2.3885 -0.0254 0.1147  0.283
H14 -0.3169 -0.4243 2.1617  0.227
H15 -2.4425 -0.3865 1.8369  0.269
H16 0.4855 0.4833 0.8114  0.245

Its net charge is +1. The spin multiplicity is 2. The molar mass is 124.2 g/mol. The gap between HOMO and LUMO (alpha / beta) comes out at 9.4 / 4.1 eV. The value obtained for the LUMO energy (alpha / beta) is -3.5 / -8.7 eV.

b) Molecular formula: C4H16N2O2
Method: DFT, ωB97M-V with the def2-TZVPD basis set

Each line ends with the natural charge from an NBO analysis.
Cartesian coordinates (Å):
H1 -1.5606 -1.9249 0.1380  0.284
H2 0.9164 1.0483 -0.1507  0.376
N1 -1.9241 -0.1458 1.2747  -0.098
H3 0.0626 -1.9454 2.1179  0.230
O1 -0.2792 1.3715 -2.0584  -1.009
H4 -0.9440 1.8027 0.8678  0.295
H5 0.7325 0.4372 2.1256  0.159
H6 2.0940 -0.6086 1.9415  0.234
N2 1.6502 0.4429 0.1941  -0.863
H7 1.5399 -1.6380 -2.3794  0.476
H8 0.3222 0.6751 -2.3517  0.509
C1 1.2177 -0.2413 1.4286  -0.229
H9 -2.3960 1.3656 -0.1085  0.269
H10 0.7656 -2.0894 0.4792  0.250
H11 -0.8087 -0.4087 -0.5051  0.271
H12 -2.6574 1.8314 1.6049  0.260
H13 2.4482 1.0640 0.3757  0.398
C2 0.2828 -1.4027 1.1233  -0.409
O2 1.6407 -0.6837 -2.3932  -0.987
C3 -1.9577 1.2578 0.8775  -0.502
C4 -1.0389 -0.9933 0.4340  -0.310
H14 1.7888 -0.4250 -1.4350  0.492
H15 -1.5785 -0.2153 2.2577  0.408
H16 -0.7228 1.7260 -2.8271  0.493

Its net charge is +1. The spin multiplicity is 2. The molar mass is 124.2 g/mol. The gap between HOMO and LUMO (alpha / beta) comes out at 10.9 / 5.7 eV. The value obtained for the LUMO energy (alpha / beta) is -3.0 / -8.3 eV.

Most stable = b)

a) Molecular formula: CH6P2S
Method: DFT, ωB97M-V with the def2-TZVPD basis set

Each line ends with the natural charge from an NBO analysis.
Cartesian coordinates (Å):
H1 -1.0954 -2.5328 -1.5092  0.248
H2 1.1759 -1.4257 0.1855  -0.041
H3 2.0236 2.4030 1.6735  -0.007
S1 -0.0067 0.6925 0.6555  -0.401
H4 -1.8802 -0.9408 -1.0191  0.244
C1 -1.0068 -1.6088 -0.8536  -0.939
H5 -1.0688 -1.7833 0.1773  0.225
H6 0.1704 3.3514 1.1636  -0.003
P1 0.5974 -0.6780 -0.8674  0.482
P2 1.0906 2.5225 0.3939  0.193

The molar mass is 112.1 g/mol. The gap between HOMO and LUMO comes out at 9.6 eV. The value obtained for the LUMO energy is 0.8 eV. Its structure (SMILES) is C[PH]#S#[PH2].

b) Molecular formula: CH6P2S
Method: DFT, ωB97M-V with the def2-TZVPD basis set

Each line ends with the natural charge from an NBO analysis.
Cartesian coordinates (Å):
H1 -2.4813 -1.5691 -0.3108  -0.027
H2 -3.9282 -0.3934 0.4344  -0.015
P1 -2.9185 -0.2606 -0.5160  0.225
C1 1.8898 0.0908 -0.2134  -0.612
H3 2.5054 0.5625 -0.9551  0.188
S1 -1.6072 0.6365 0.8810  -0.342
H4 2.1121 0.2800 0.8147  0.188
P2 -0.3755 1.6805 -0.4546  0.249
H5 1.4474 -0.8500 -0.4685  0.188
H6 0.1291 2.4620 0.5882  -0.041

The molar mass is 112.1 g/mol. The gap between HOMO and LUMO (alpha / beta) comes out at 7.8 / 7.7 eV. The value obtained for the LUMO energy (alpha / beta) is -0.4 / -0.1 eV.

Most stable = a)

a) Molecular formula: C3H7FO3
Method: DFT, ωB97M-V with the def2-TZVPD basis set

Each line ends with the natural charge from an NBO analysis.
Cartesian coordinates (Å):
H1 1.6289 -1.1484 -0.0856  0.193
H2 0.2995 2.8531 -0.0801  0.172
H3 0.0421 1.8693 1.2423  0.181
C1 0.5229 1.8475 0.2638  -0.270
O1 -0.0580 0.9427 -0.6493  -0.685
H4 0.3471 -2.2110 -0.6834  0.200
H5 -1.5395 0.0419 -1.7235  0.522
O2 -0.3317 -1.0948 0.7709  -0.500
F1 -1.8633 0.3238 0.7071  -0.312
H6 1.6058 1.9115 0.2820  0.168
C2 -1.0212 -0.3248 -0.0330  1.082
O3 -1.5375 -0.7570 -1.1664  -0.697
H7 1.1339 -2.4386 0.9695  0.203
C3 0.7712 -1.8152 0.1857  -0.256

The molar mass is 110.1 g/mol. The gap between HOMO and LUMO comes out at 10.7 eV. The value obtained for the LUMO energy is 0.9 eV. Its structure (SMILES) is COC(O)(F)OC.

b) Molecular formula: C3H7FO3
Method: DFT, ωB97M-V with the def2-TZVPD basis set

Each line ends with the natural charge from an NBO analysis.
Cartesian coordinates (Å):
H1 -2.6178 0.4047 -1.4351  0.182
F1 1.0244 -2.3598 -0.2848  -0.408
H2 -1.3561 1.4995 -0.4123  0.141
H3 0.2710 1.0862 1.2575  0.205
H4 -2.1499 -1.4701 -0.3325  0.498
H5 1.6155 0.5901 2.5509  0.226
C1 -1.5774 0.4776 -1.1031  -0.216
O1 1.3975 -0.3069 -1.1233  -0.598
O2 1.2139 -0.7551 1.1010  -0.474
H6 1.9751 1.1857 0.6397  0.227
H7 -0.8963 0.5866 -1.8177  0.183
O3 -1.3041 -0.7389 -0.3403  -0.770
C2 1.1157 -0.9038 -0.1408  1.097
C3 1.2884 0.7042 1.4410  -0.293

The molar mass is 110.1 g/mol. The gap between HOMO and LUMO comes out at 11.2 eV. The value obtained for the LUMO energy is 0.6 eV. Its structure (SMILES) is COC(=O)F.CO.

Most stable = a)